Record 1
Here is a 10-piece molecular cluster, C39H61NO23S overall at a distorted geometry from the OMol25 dataset. Energies are from wB97M-V/def2-TZVPD.

Positions of all 125 atoms, in Å:
N: 0.939 4.921 -2.025
C: 0.083 4.242 -2.901
C: -1.514 4.578 -2.742
O: -2.374 4.053 -3.814
S: -1.825 4.528 -5.365
O: -2.556 3.596 -6.408
O: -2.400 6.118 -5.766
C: -1.204 7.013 -5.894
O: -0.189 6.502 -6.829
O: 0.928 7.173 -6.762
H: 0.333 5.527 -1.428
H: 0.570 3.488 -3.654
H: -1.602 5.748 -2.592
H: -1.889 4.097 -1.717
H: -1.579 8.072 -6.292
H: -0.793 7.120 -4.781
H: 1.017 7.650 -5.885
O: 2.639 3.728 -6.240
C: 2.113 2.696 -6.622
O: 1.871 1.614 -5.826
C: 1.349 0.552 -6.623
C: 0.775 1.219 -7.846
C: 1.682 2.410 -8.029
H: 2.165 -0.135 -6.869
H: 0.585 0.008 -6.059
H: 0.737 0.560 -8.718
H: -0.245 1.563 -7.637
H: 2.562 2.163 -8.629
H: 1.146 3.260 -8.458
O: 1.007 -1.944 -6.394
C: 1.463 -2.699 -5.552
O: 0.805 -3.788 -5.056
C: 1.586 -4.374 -4.016
C: 2.997 -3.913 -4.270
C: 2.794 -2.549 -4.879
H: 1.202 -4.025 -3.052
H: 1.498 -5.464 -4.059
H: 3.615 -3.902 -3.369
H: 3.477 -4.574 -5.002
H: 2.723 -1.769 -4.116
H: 3.577 -2.312 -5.604
O: -0.792 2.628 -0.528
C: -1.518 2.909 0.410
O: -2.710 3.564 0.292
C: -3.235 3.820 1.594
C: -2.573 2.810 2.495
C: -1.221 2.631 1.853
H: -2.990 4.850 1.874
H: -4.323 3.705 1.582
H: -2.523 3.132 3.539
H: -3.125 1.863 2.460
H: -0.497 3.365 2.216
H: -0.844 1.615 1.989
O: 1.065 -3.632 -0.905
C: 0.368 -2.679 -0.601
O: 0.808 -1.387 -0.555
C: -0.238 -0.553 -0.058
C: -1.511 -1.316 -0.316
C: -1.069 -2.751 -0.181
H: -0.067 -0.378 1.009
H: -0.224 0.407 -0.582
H: -2.322 -1.042 0.364
H: -1.852 -1.131 -1.342
H: -1.122 -3.098 0.854
H: -1.639 -3.410 -0.841
O: -0.329 3.075 4.654
C: 0.042 1.971 5.020
O: -0.741 0.853 5.006
C: -0.025 -0.228 5.601
C: 1.430 0.148 5.485
C: 1.391 1.651 5.588
H: -0.347 -0.329 6.642
H: -0.249 -1.157 5.068
H: 2.058 -0.327 6.244
H: 1.811 -0.144 4.499
H: 1.431 1.990 6.627
H: 2.187 2.114 4.999
O: -6.269 6.164 0.746
C: -6.795 5.132 0.364
O: -7.037 4.049 1.160
C: -7.559 2.988 0.363
C: -8.133 3.655 -0.860
C: -7.226 4.846 -1.043
H: -6.742 2.301 0.117
H: -8.322 2.444 0.927
H: -8.171 2.996 -1.732
H: -9.153 3.999 -0.651
H: -6.346 4.599 -1.643
H: -7.762 5.696 -1.471
O: 4.133 -8.474 -3.397
C: 3.406 -8.194 -2.459
O: 2.215 -7.538 -2.577
C: 1.690 -7.283 -1.275
C: 2.352 -8.292 -0.374
C: 3.704 -8.472 -1.016
H: 1.935 -6.253 -0.995
H: 0.602 -7.398 -1.287
H: 2.402 -7.970 0.670
H: 1.800 -9.239 -0.410
H: 4.428 -7.737 -0.653
H: 4.081 -9.488 -0.880
O: 3.016 0.318 7.768
C: 2.436 0.385 8.839
O: 1.117 0.082 9.020
C: 0.750 0.376 10.367
C: 2.040 0.361 11.144
C: 3.043 0.849 10.128
H: 0.262 1.356 10.390
H: 0.046 -0.378 10.730
H: 2.004 0.970 12.051
H: 2.285 -0.667 11.436
H: 3.112 1.941 10.118
H: 4.025 0.400 10.286
O: -0.098 -3.757 2.788
C: 1.010 -4.267 2.836
O: 1.382 -5.214 3.746
C: 2.770 -5.503 3.580
C: 3.097 -5.085 2.171
C: 2.165 -3.921 1.946
H: 3.336 -4.934 4.325
H: 2.946 -6.570 3.741
H: 4.152 -4.835 2.030
H: 2.846 -5.896 1.476
H: 2.604 -2.978 2.281
H: 1.852 -3.854 0.902

Values from the calculation:
- Frontier orbital gap: 0.346 hartree
- Strongest force on any atom: 6.9 eV/A
- LUMO energy: 0.009 Eh

Record 2
Here is C19H21BiN7OS6Te as an isolated structure at a distorted geometry from the OMol25 dataset. Energies are from wB97M-V/def2-TZVPD.

Positions of all 56 atoms, in Å:
Bi: 3.226 -13.009 14.337
N: 5.100 -15.647 12.853
C: 4.024 -16.331 13.438
N: 3.729 -17.570 13.058
C: 2.594 -18.087 13.646
N: 2.315 -19.379 13.399
N: 1.684 -17.358 14.339
C: 2.135 -16.105 14.672
N: 3.344 -15.565 14.308
C: 1.228 -15.297 15.350
C: -0.070 -15.782 15.644
C: -0.937 -15.034 16.434
C: -0.495 -13.788 16.931
C: 0.827 -13.421 16.680
N: 1.579 -14.105 15.796
H: 5.680 -16.265 12.267
H: 5.550 -15.157 13.618
H: 2.994 -19.955 12.933
H: 1.517 -19.868 13.706
H: -0.362 -16.759 15.249
H: -1.932 -15.323 16.633
H: -1.171 -13.261 17.602
H: 1.246 -12.560 17.276
C: 5.063 -12.880 19.634
S: 4.153 -13.736 18.317
C: 5.554 -14.253 17.469
C: 6.096 -13.488 16.399
S: 5.448 -12.034 15.748
S: 7.516 -14.123 15.789
C: 7.920 -15.297 17.047
S: 9.283 -16.182 17.202
S: 6.494 -15.558 18.010
H: 4.361 -12.404 20.353
H: 5.558 -11.998 19.236
H: 5.787 -13.537 20.154
Te: 1.890 -10.365 13.726
C: 3.213 -9.030 14.716
C: 4.354 -8.525 14.159
C: 5.102 -7.686 15.062
C: 4.526 -7.585 16.300
S: 3.031 -8.422 16.393
H: 4.527 -8.579 13.078
H: 6.125 -7.352 14.752
H: 4.943 -7.080 17.071
C: 0.547 -15.966 10.750
N: 1.252 -14.745 10.330
C: 1.206 -14.375 8.913
C: 1.803 -13.908 11.234
O: 1.836 -14.128 12.501
H: -0.395 -15.725 11.267
H: 1.204 -16.496 11.433
H: 0.281 -16.580 9.889
H: 2.089 -14.774 8.278
H: 1.243 -13.295 8.741
H: 0.249 -14.749 8.519
H: 2.312 -12.973 10.838

Values from the calculation:
- Frontier orbital gap: 0.199 hartree
- Strongest force on any atom: 5.3 eV/A
- LUMO energy: -0.154 Eh
- Net charge: +1

Record 3
Here is a 2-piece molecular cluster, C2H3F3O2 overall at a distorted geometry from the OMol25 dataset. Energies are from wB97M-V/def2-TZVPD.

Positions of all 10 atoms, in Å:
C: 1.527 0.067 -0.469
C: -1.290 0.024 0.106
O: -1.317 -1.236 0.223
O: -1.303 0.832 1.106
F: 1.318 -1.283 -0.156
F: 2.391 0.549 0.447
F: -1.430 0.679 -1.104
H: 2.019 0.190 -1.489
H: -0.552 -1.624 0.527
H: -1.364 1.803 0.809

Values from the calculation:
- Frontier orbital gap (spin up / spin down): 0.314 / 0.227 hartree
- Strongest force on any atom: 5.7 eV/A
- LUMO energy (spin up / spin down): 0.013 / -0.010 Eh

Record 4
Here is one molecule with the formula C6H9N at a distorted geometry from the OMol25 dataset. Energies are from wB97M-V/def2-TZVPD.

Positions of all 16 atoms, in Å:
C: -1.476 -1.698 0.444
C: -1.394 -0.630 -0.350
N: -1.194 0.581 0.324
C: -0.476 1.691 -0.244
C: 0.303 0.518 0.059
C: 1.441 0.207 0.901
C: 1.516 -0.072 -0.598
H: -1.222 -1.602 1.502
H: -1.956 -2.588 0.089
H: -1.408 -0.649 -1.438
H: -0.360 2.489 0.478
H: -0.643 1.974 -1.277
H: 1.432 -0.683 1.531
H: 1.897 1.086 1.326
H: 2.088 0.636 -1.203
H: 1.640 -1.109 -0.903

Values from the calculation:
- Structure (SMILES): C=CN1CC12CC2
- Frontier orbital gap: 0.339 hartree
- Strongest force on any atom: 2.0 eV/A
- LUMO energy: 0.040 Eh

Record 5
Here is C5H8N3 as an isolated structure at a distorted geometry from the OMol25 dataset. Energies are from wB97M-V/def2-TZVPD.

Positions of all 16 atoms, in Å:
C: 0.568 -1.145 -0.611
C: 0.594 1.306 -0.056
C: -0.400 0.718 2.274
C: -0.635 1.064 0.849
C: 0.175 -2.000 -1.674
N: 1.128 0.001 -0.277
N: 0.740 -1.025 0.705
N: -0.802 -0.267 1.325
H: 0.341 1.779 -1.006
H: 1.344 1.905 0.468
H: 0.619 0.708 2.636
H: -1.145 0.920 3.033
H: -1.542 1.549 0.507
H: -0.662 -2.623 -1.347
H: 0.997 -2.694 -1.898
H: -0.053 -1.446 -2.585

Values from the calculation:
- Frontier orbital gap: 0.320 hartree
- Strongest force on any atom: 2.8 eV/A
- LUMO energy: -0.217 Eh
- Net charge: +1

Record 6
Here is a 2-piece molecular cluster, C13H13F10N4O4S overall at a distorted geometry from the OMol25 dataset. Energies are from wB97M-V/def2-TZVPD.

Positions of all 45 atoms, in Å:
O: 1.346 3.131 2.630
C: 0.439 2.353 2.519
F: -0.231 2.177 1.363
N: -0.073 1.512 3.499
C: -1.038 0.595 2.876
O: -2.204 0.669 3.158
C: -0.537 -0.384 1.773
N: -1.707 -0.668 0.924
C: -1.885 -1.989 0.931
N: -2.527 -2.660 0.018
S: -3.313 -1.938 -1.351
N: -1.268 -2.509 2.036
C: -0.022 -1.745 2.212
C: 1.165 -2.370 1.459
F: 1.777 -3.173 2.346
F: 0.756 -3.179 0.472
C: 2.234 -1.361 0.972
F: 3.405 -1.986 0.925
F: 2.357 -0.416 1.921
C: 1.924 -0.678 -0.399
F: 2.039 0.642 -0.215
F: 0.664 -0.893 -0.809
C: 2.904 -1.040 -1.554
F: 2.343 -0.595 -2.682
F: 3.080 -2.342 -1.674
F: 4.038 -0.388 -1.384
H: 0.701 1.018 3.932
H: 0.127 0.261 1.215
H: -1.639 -0.243 0.006
H: -2.616 -3.661 0.076
H: -2.307 -1.176 -1.848
H: -1.175 -3.516 2.022
H: 0.186 -1.780 3.274
O: -2.358 0.355 -2.040
C: -1.570 1.211 -2.351
O: -0.735 1.090 -3.396
C: 0.168 2.217 -3.443
C: -0.531 3.322 -2.663
C: -1.321 2.522 -1.633
H: 1.111 1.916 -2.981
H: 0.354 2.484 -4.479
H: 0.160 4.046 -2.236
H: -1.221 3.861 -3.313
H: -0.747 2.304 -0.742
H: -2.255 3.007 -1.364

Values from the calculation:
- Frontier orbital gap: 0.369 hartree
- Strongest force on any atom: 3.3 eV/A
- LUMO energy: -0.104 Eh
- Net charge: +1

Record 7
Here is one molecule with the formula C4H10N2O2 at a distorted geometry from the OMol25 dataset. Energies are from wB97M-V/def2-TZVPD.

Positions of all 18 atoms, in Å:
N: -1.836 -0.013 0.548
C: -1.162 -1.040 -0.255
C: -0.340 -0.382 -1.361
N: 0.473 0.673 -0.812
C: 1.660 0.347 -0.048
C: 1.562 0.692 1.419
O: 0.365 0.891 1.942
O: 2.541 0.790 2.112
H: -0.380 0.674 1.330
H: -2.366 0.691 0.056
H: -2.257 -0.443 1.355
H: -1.907 -1.736 -0.671
H: -0.597 -1.647 0.454
H: 0.157 -1.134 -1.992
H: -1.030 0.081 -2.069
H: 0.654 1.388 -1.481
H: 1.940 -0.712 -0.075
H: 2.521 0.881 -0.451

Values from the calculation:
- Structure (SMILES): NCCNCC(=O)O
- Frontier orbital gap: 0.363 hartree
- Strongest force on any atom: 1.1 eV/A
- LUMO energy: 0.026 Eh

Record 8
Here is one molecule with the formula C7H9PS2 at a distorted geometry from the OMol25 dataset. Energies are from wB97M-V/def2-TZVPD.

Positions of all 19 atoms, in Å:
C: 0.877 2.296 -1.198
C: -0.343 1.826 -1.767
C: 1.512 1.340 -0.407
C: -0.469 0.515 -1.397
C: -2.220 -3.312 0.204
C: 0.667 0.037 -0.480
C: 1.355 -0.422 2.166
P: -0.222 -0.063 1.194
S: -0.781 -2.397 0.822
S: -3.788 -2.971 -0.125
H: 1.209 3.302 -1.356
H: -0.874 2.508 -2.396
H: 2.353 1.538 0.202
H: -1.232 -0.207 -1.740
H: 1.101 -0.867 -0.780
H: 1.199 -1.089 3.057
H: 1.897 0.494 2.388
H: 1.925 -0.967 1.423
H: -4.165 -1.562 0.189

Values from the calculation:
- Frontier orbital gap (spin up / spin down): 0.189 / 0.206 hartree
- Spin multiplicity: 3
- Strongest force on any atom: 6.3 eV/A
- LUMO energy (spin up / spin down): -0.025 / -0.102 Eh